No. 1
# C6H8NOPS

A 2-piece molecular cluster, C6H8NOPS overall in a non-equilibrium geometry (wB97M-V/def2-TZVPD, the OMol25 dataset).

Summary:
Kohn-Sham gap (alpha / beta) = 7.26 / 7.83 eV
max |F| = 4.077 eV/Å
total energy = -1102.8748 hartree

CARTESIAN COORDINATES (ANGSTROEM)
C (-2.754, -0.723, 0.144)
C (-2.047, -1.855, -0.184)
C (-2.146, 0.550, 0.128)
C (-0.675, -1.736, -0.487)
C (-0.823, 0.658, -0.152)
C (-0.141, -0.479, -0.364)
N (2.976, 1.276, 1.042)
O (3.165, 0.806, -1.526)
P (2.823, 0.041, -0.131)
S (4.149, -1.364, 0.182)
H (-3.850, -0.927, 0.359)
H (-2.480, -2.915, -0.409)
H (-2.617, 1.520, 0.278)
H (-0.025, -2.571, -0.578)
H (-0.575, 1.806, -0.322)
H (2.348, 1.251, 1.915)
H (3.978, 1.076, 1.304)
H (3.228, 0.052, -2.159)



No. 2
# C6H8O2

One molecule with the formula C6H8O2 in a non-equilibrium geometry (wB97M-V/def2-TZVPD, the OMol25 dataset).

Summary:
Kohn-Sham gap (alpha / beta) = 7.33 / 7.26 eV
max |F| = 2.468 eV/Å
total energy = -383.7500 hartree
SMILES = C=CC(=O)/C(O)=C\C

CARTESIAN COORDINATES (ANGSTROEM)
C (-0.184, 0.725, -2.096)
C (-0.250, -0.319, -1.217)
C (-1.452, -0.354, -0.216)
O (-2.558, -0.812, -0.425)
C (-0.842, 0.322, 0.904)
O (-1.490, 1.195, 1.727)
C (0.546, 0.289, 0.674)
C (1.434, -0.923, 0.874)
H (0.154, 0.590, -3.117)
H (-0.667, 1.670, -1.869)
H (0.186, -1.269, -1.509)
H (-0.965, 1.336, 2.526)
H (1.088, 1.211, 0.916)
H (1.791, -0.936, 1.909)
H (2.311, -0.870, 0.224)
H (0.900, -1.857, 0.693)



No. 3
# C6H8O2

C6H8O2 as an isolated structure in a non-equilibrium geometry (wB97M-V/def2-TZVPD, the OMol25 dataset).

Summary:
Kohn-Sham gap = 9.58 eV
max |F| = 5.001 eV/Å
total energy = -383.7597 hartree

CARTESIAN COORDINATES (ANGSTROEM)
C (2.791, 0.456, -0.099)
C (1.716, -0.256, 0.215)
C (-2.504, 0.565, -0.039)
C (-1.203, -0.068, 0.217)
C (-0.040, 0.618, 0.256)
C (-1.016, -1.539, 0.059)
O (-3.497, -0.122, 0.017)
O (0.126, 1.978, 0.209)
H (3.712, 0.043, -0.245)
H (2.845, 1.585, -0.317)
H (1.783, -1.286, 0.334)
H (-2.433, 1.598, -0.273)
H (-1.021, -1.846, -0.925)
H (-1.892, -2.020, 0.327)
H (-0.200, -2.044, 0.605)
H (0.833, 2.336, -0.341)



No. 4
# C6H8O2

One molecule with the formula C6H8O2 in a non-equilibrium geometry (wB97M-V/def2-TZVPD, the OMol25 dataset).

Summary:
Kohn-Sham gap = 8.16 eV
max |F| = 4.548 eV/Å
total energy = -383.8034 hartree
SMILES = C1CC2=C(CCO2)O1

CARTESIAN COORDINATES (ANGSTROEM)
C (-0.505, -1.970, -0.727)
C (-1.393, -1.166, 0.190)
C (-0.510, 0.085, 0.311)
C (0.618, -0.046, -0.449)
C (1.304, 1.278, -0.308)
C (0.621, 1.823, 0.970)
O (-0.711, 1.237, 0.911)
O (0.637, -1.140, -1.262)
H (-1.085, -2.400, -1.659)
H (0.026, -2.734, -0.209)
H (-2.342, -0.931, -0.209)
H (-1.497, -1.557, 1.189)
H (1.089, 1.861, -1.195)
H (2.401, 1.116, -0.475)
H (1.101, 1.647, 1.907)
H (0.247, 2.898, 1.015)



No. 5
# C6H8O2

C6H8O2 as an isolated structure in a non-equilibrium geometry (wB97M-V/def2-TZVPD, the OMol25 dataset).

Summary:
Kohn-Sham gap = 10.31 eV
max |F| = 2.713 eV/Å
total energy = -383.7790 hartree

CARTESIAN COORDINATES (ANGSTROEM)
C (1.510, -0.408, 0.337)
C (0.477, -0.339, -0.767)
C (-0.989, -0.802, -0.479)
C (-1.724, 0.524, -0.320)
C (-0.804, 0.582, 0.952)
C (0.565, 0.780, 0.252)
H (2.880, -1.124, -0.618)
H (1.345, -0.948, 1.275)
H (0.771, -0.190, -1.776)
H (-1.339, -1.740, -0.857)
H (-2.759, 0.428, 0.031)
H (-1.579, 1.310, -1.031)
H (-1.067, 1.157, 1.895)
H (0.823, 1.899, 0.168)
O (2.822, -0.324, -0.068)
O (-0.932, -0.804, 1.007)



No. 6
# C6H8O2

C6H8O2 as an isolated structure in a non-equilibrium geometry (wB97M-V/def2-TZVPD, the OMol25 dataset).

Summary:
Kohn-Sham gap = 10.52 eV
max |F| = 4.350 eV/Å
total energy = -383.7030 hartree

CARTESIAN COORDINATES (ANGSTROEM)
C (-2.031, 0.613, -0.206)
C (-0.742, -0.235, -0.395)
C (-0.177, -1.163, 0.574)
C (1.406, -0.840, 0.287)
C (1.479, 0.657, 0.482)
C (0.578, 0.459, -0.921)
H (-2.730, -0.392, 0.149)
H (-1.862, 1.462, 0.713)
H (-2.365, 0.959, -1.185)
H (-0.539, -1.156, 1.746)
H (2.275, -1.489, 0.417)
H (2.339, 1.248, 0.402)
H (1.006, 1.079, 1.387)
H (0.771, 1.213, -1.722)
O (-0.829, -1.770, -0.496)
O (1.419, -0.645, -1.232)



No. 7
# C6H8O4

A 2-piece molecular cluster, C6H8O4 overall in a non-equilibrium geometry (wB97M-V/def2-TZVPD, the OMol25 dataset).

Summary:
Kohn-Sham gap = 9.66 eV
max |F| = 4.863 eV/Å
total energy = -534.3238 hartree
SMILES = C/C(O)=C/C(=O)C=C=O.O

CARTESIAN COORDINATES (ANGSTROEM)
C (-1.750, 0.058, 1.142)
C (-0.624, -0.931, 0.796)
O (-1.077, -2.000, 0.140)
C (0.674, -0.626, 0.917)
C (1.703, -1.385, 0.276)
O (1.501, -2.504, -0.144)
C (3.148, -0.843, 0.260)
C (4.001, 0.187, 0.347)
O (4.876, 0.923, 0.468)
H (-1.533, 0.937, 0.515)
H (-2.588, -0.428, 0.880)
H (-1.702, 0.277, 2.272)
H (-0.334, -2.564, -0.100)
H (0.810, 0.390, 1.213)
H (3.800, -1.647, 0.022)
O (-3.334, 3.141, -3.001)
H (-4.041, 3.215, -2.312)
H (-3.532, 3.801, -3.692)



No. 8
# C6H8O4

One molecule with the formula C6H8O4 in a non-equilibrium geometry (wB97M-V/def2-TZVPD, the OMol25 dataset).

Summary:
Kohn-Sham gap = 10.44 eV
max |F| = 2.863 eV/Å
total energy = -534.3376 hartree
SMILES = C=C[C@@H](O)C(=O)CC(=O)O

CARTESIAN COORDINATES (ANGSTROEM)
C (-0.987, 2.520, 1.825)
C (-0.832, 1.230, 1.416)
C (-0.514, 1.024, -0.018)
O (0.751, 1.886, -0.216)
C (-0.476, -0.458, -0.373)
O (-1.482, -1.128, -0.318)
C (0.868, -1.029, -0.777)
C (0.789, -2.508, -1.043)
O (1.020, -3.365, -0.224)
O (0.416, -2.778, -2.292)
H (-1.635, 3.190, 1.253)
H (-0.796, 2.760, 2.875)
H (-0.353, 0.546, 2.126)
H (-1.279, 1.493, -0.653)
H (1.418, 1.674, 0.444)
H (1.222, -0.483, -1.663)
H (1.587, -0.842, 0.033)
H (0.283, -3.731, -2.396)